DFT (the ωB97M-V functional and the def2-TZVPD basis) results for a 4-piece molecular cluster, H8O4 overall at a distorted geometry.

Structure (XYZ):
```
12
Properties=species:S:1:pos:R:3:forces:R:3
O 0.204905 -0.381730 2.406001 0.603 -1.591 -1.526
H 1.110572 -0.168360 2.082614 -0.750 -0.220 0.438
H -0.051623 -1.125215 1.769338 0.611 1.045 1.405
O -0.982396 1.006258 0.542564 -0.568 -3.332 -1.182
H -0.859550 1.824978 0.890267 0.287 4.109 1.242
H -0.625941 0.471846 1.278193 -0.230 -0.017 -0.169
O 1.148034 -1.731898 -0.794419 1.226 -0.709 0.309
H 2.023065 -1.531547 -1.165372 -0.361 -0.284 0.200
H 0.654196 -0.959773 -1.010678 -1.038 1.192 -0.497
O -0.683880 0.574626 -2.141084 1.603 -0.390 -1.477
H -1.491597 0.519520 -1.679008 -1.307 0.089 1.086
H -0.445787 1.501295 -2.178418 -0.076 0.108 0.170
```
Positions in Å, forces in eV/Å.

Output
DFT total energy	-8319.581	eV
total charge	0
HOMO level	-10.99	eV
gap between HOMO and LUMO	0.42759	Eh
LUMO	0.6	eV

Löwdin atomic charge list, values in e, 6 entries: atom 1 (O): -0.072, atom 2 (H): 0.080, atom 3 (H): 0.097, atom 4 (O): -0.034, atom 5 (H): -0.017, atom 6 (H): -0.025

=====

DFT (the ωB97M-V functional and the def2-TZVPD basis) results for C4H5N3 as an isolated structure at a distorted geometry.

Structure (XYZ):
```
12
Properties=species:S:1:pos:R:3:forces:R:3
N 0.146190 2.076908 -1.980193 -0.301 -1.035 0.253
C -0.098378 1.011101 -1.593121 0.185 0.885 -0.403
C -0.316477 -0.271606 -0.954225 -0.029 0.075 -0.006
C 1.573120 -0.572805 0.541469 -0.044 0.178 0.175
N 0.764987 -0.321618 1.538293 -0.230 -0.091 -0.223
C -0.512728 -0.253803 1.458692 0.200 -0.044 0.139
N -1.131261 -0.164273 0.220288 -0.014 0.125 -0.027
H -0.579150 -1.084753 -1.631199 0.077 0.097 0.136
H 0.838516 -0.840468 -0.496822 -0.040 0.004 -0.082
H 2.333058 0.206420 0.386250 -0.033 -0.107 0.123
H -1.144775 -0.205646 2.339291 0.086 -0.101 -0.126
H -1.922298 0.466209 0.179324 0.143 0.016 0.040
```
Positions in Å, forces in eV/Å.

Output
DFT total energy	-8695.151	eV
total charge	0
HOMO level	-8.19	eV
gap between HOMO and LUMO	0.29412	Eh
LUMO	-0.2	eV

Löwdin atomic charge list, values in e, 6 entries: atom 1 (N): 0.135, atom 2 (C): -0.221, atom 3 (C): -0.224, atom 4 (C): -0.007, atom 5 (N): -0.009, atom 6 (C): -0.189

=====

Look up the gap between HOMO and LUMO of the first one. 0.42759 Eh

=====

Which value of LUMO does entry 1 give? 0.6 eV